# 1
A molecular structure, C5H8LiO3Pd in a non-equilibrium geometry, computed with the ωB97M-V functional and the def2-TZVPD basis.

Output
⟨S²⟩: 3.761
LUMO energy (spin up / spin down): -7.814 / -9.959 eV
Gap between HOMO and LUMO (spin up / spin down): 0.3301 / 0.2831 hartree

```
! RIJCOSX wB97M-V def2-TZVPD def2/J DEFGRID3
* xyz 2 4
C 3.89308 1.11796 4.81647
C 3.93965 1.94477 5.90309
H 4.87363 0.77711 4.45081
H 3.54796 1.44126 3.65761
H 3.05209 2.24643 6.47580
Li 1.17852 -0.15184 5.57483
O 3.11246 -2.16934 3.39005
Pd 4.01865 -1.12244 1.14591
O 3.62610 -0.27293 2.47009
C 3.14465 -0.87806 3.45357
O 2.89944 -0.27793 4.58162
C 1.87779 -2.92004 3.35353
C 2.24349 -4.37546 3.48858
H 1.26842 -2.59595 4.21108
H 1.40194 -2.74305 2.37635
H 2.69279 -4.56625 4.47047
H 1.32765 -4.97138 3.38764
H 2.94961 -4.66136 2.69950
*
```

# 2
A single C18H28N4O molecule, computed with the ωB97M-V functional and the def2-TZVPD basis.

Output
SMILES: CCCCn1c(CN2CCN(CCO)CC2)nc2ccccc21
LUMO energy: 0.643 eV
Gap between HOMO and LUMO: 0.3326 hartree

```
! RIJCOSX wB97M-V def2-TZVPD def2/J DEFGRID3
* xyz 0 1
C 3.98984 2.34676 -2.16746
C 2.88320 1.60053 -2.90219
C 2.18898 0.59137 -1.99195
H 1.76522 1.10867 -1.12914
H 2.91947 -0.12831 -1.61722
C 1.07478 -0.15999 -2.72780
N 0.41692 -1.11280 -1.87431
C -0.80887 -1.05012 -1.25423
N -1.06193 -2.09992 -0.52424
C 0.02720 -2.92126 -0.64083
C 0.28283 -4.16742 -0.08035
C 1.47764 -4.77721 -0.39789
C 2.40277 -4.17508 -1.25299
C 2.16925 -2.93690 -1.81674
C 0.97310 -2.31373 -1.49680
H 2.88977 -2.48323 -2.48134
H 3.32362 -4.69256 -1.47866
H 1.70824 -5.74668 0.01870
H -0.43785 -4.63093 0.57386
C -1.77514 0.08828 -1.37661
N -1.95817 0.87193 -0.16613
C -0.74007 1.49655 0.30495
C -1.06857 2.46189 1.44051
N -1.69277 1.74715 2.53701
C -2.89750 1.09191 2.05649
C -2.56452 0.12871 0.92375
H -3.48116 -0.33717 0.55836
H -1.89772 -0.66252 1.29569
H -3.34233 0.53476 2.88375
H -3.63365 1.83182 1.69399
C -1.98033 2.59279 3.68371
H -2.52773 1.97618 4.39972
C -0.71253 3.12940 4.36330
O -0.39540 4.45545 4.01049
H -0.31497 4.51883 3.05238
H 0.12348 2.45082 4.14606
H -0.85756 3.16183 5.44466
H -2.62387 3.45088 3.41502
H -0.13243 2.90678 1.78617
H -1.72777 3.26061 1.05113
H -0.29138 2.05797 -0.51989
H -0.01368 0.75181 0.67492
H -2.75299 -0.32502 -1.64004
H -1.46545 0.77475 -2.16899
H 0.33891 0.55034 -3.11177
H 1.49882 -0.70023 -3.58180
H 2.14796 2.31707 -3.27641
H 3.30588 1.08016 -3.76469
H 4.47363 3.06063 -2.82941
H 3.58477 2.88821 -1.31541
H 4.74242 1.65108 -1.80343
*
```

# 3
A molecular structure, C7H30AsF6N14O8 in a non-equilibrium geometry, computed with the ωB97M-V functional and the def2-TZVPD basis.

Output
LUMO energy: 0.826 eV
Gap between HOMO and LUMO: 0.2832 hartree

```
! RIJCOSX wB97M-V def2-TZVPD def2/J DEFGRID3
* xyz -1 1
As 0.77079 0.73771 -0.19463
F 2.36275 0.23818 -0.74872
F 0.00247 -0.78775 -0.72960
F -0.82335 1.39466 0.51457
F 1.40505 2.29051 0.36977
F 0.39028 1.48462 -1.88474
F 1.13909 0.12774 1.46909
C 3.10684 2.17719 3.15351
O 3.76324 3.15533 3.59637
N 1.90422 1.77779 3.50968
N 3.52472 1.52467 2.11883
H 1.53662 2.30229 4.29062
H 1.38101 1.20482 2.86310
H 2.82559 0.97077 1.64500
H 4.35052 1.94424 1.71619
C -3.20907 -2.63355 0.05183
O -2.68008 -3.71488 -0.26781
N -4.51381 -2.46908 -0.01972
N -2.69777 -1.54829 0.40831
H -4.89517 -1.58472 0.28452
H -5.10706 -3.13833 -0.48904
H -3.29558 -0.81454 0.05569
H -1.69418 -1.57442 0.29772
C 3.29360 -2.95510 1.33538
O 3.74676 -4.00989 1.70367
N 3.50681 -2.34459 0.20526
N 2.56503 -2.26280 2.12177
H 3.01613 -1.52538 -0.12370
H 3.98235 -2.83951 -0.53570
H 2.56973 -2.53082 3.09555
H 2.15201 -1.40042 1.79647
C -2.96083 -0.30054 -2.96984
O -3.49118 0.68188 -2.46916
N -3.46160 -1.50902 -3.13545
N -1.67369 -0.37402 -3.29389
H -4.35694 -1.72622 -2.72158
H -2.86628 -2.25436 -3.46735
H -1.22796 -1.22132 -3.61561
H -1.14395 0.46956 -3.12702
C 0.57548 -2.69406 -3.79547
O -0.61956 -2.74564 -3.96396
N 1.40548 -2.92293 -4.81639
N 1.29732 -2.21982 -2.82615
H 1.02845 -3.50110 -5.55373
H 2.18496 -2.28995 -4.92527
H 2.29816 -2.22460 -2.96178
H 0.89676 -1.81462 -1.99220
C -0.99884 -0.65821 4.13111
O -0.86943 -0.43392 5.32783
N -0.51266 -1.78790 3.52565
N -1.53325 -0.01775 3.20369
H -0.90910 -1.99766 2.62070
H -0.12745 -2.45809 4.17569
H -1.08867 -0.11859 2.30243
H -1.94688 0.86255 3.47584
C -0.87916 5.24590 0.17885
O -1.28428 6.26801 -0.27438
N 0.35582 5.11293 0.54107
N -1.59316 4.24512 0.46886
H 1.02682 5.81266 0.25778
H 0.56473 4.43335 1.25845
H -2.54753 4.24800 0.13831
H -1.07266 3.38405 0.55690
O 0.63576 4.03551 -2.48471
H -0.05364 4.16227 -3.13654
H 0.56956 3.11200 -2.24186
*
```

Listing energy relative to the best compared isomer or geometry (same formula, charge and spin) for the structures above in their given order: 2.805 1.562 2.437 eV.